Entry 1:
A molecular structure, C4H8O2. Source: OMol25; level of theory: ωB97M-V/def2-TZVPD.

Cartesian coordinates (Å):
C1 -0.030 -0.426 1.010
H1 -2.023 0.614 -1.504
H2 -1.392 1.613 -0.146
C2 1.436 -0.636 0.457
C3 1.078 0.003 -0.838
C4 -1.702 0.609 -0.460
H3 1.309 -0.447 -1.803
H4 -2.523 0.265 0.175
H5 1.562 -1.740 0.331
H6 1.092 1.090 -0.790
H7 -0.119 0.539 1.521
O1 2.482 0.063 0.839
O2 -0.628 -0.317 -0.337
H8 -0.542 -1.230 1.544

Values from the calculation:
Kohn-Sham gap = 0.301 hartree
net charge = 0

Results of the Mulliken charge analysis, in e, for atoms 1 through 6: number 1, C, carries -0.616; number 2, H, carries 0.276; number 3, H, carries 0.359; number 4, C, carries 0.240; number 5, C, carries -0.286; number 6, C, carries -0.697

---

Entry 2:
A gas-phase ion, C2H8N2 (charge -1). Source: OMol25; level of theory: ωB97M-V/def2-TZVPD.

Cartesian coordinates (Å):
H1 -2.346 0.838 1.097
C1 -0.478 0.402 0.440
H2 0.014 0.792 1.334
H3 -2.304 -0.297 -0.059
H4 -0.262 -1.183 -0.781
N1 0.266 -0.747 -0.033
H5 1.904 0.568 -0.034
H6 2.316 -1.140 -0.344
N2 -1.832 0.014 0.792
H7 -0.440 1.234 -0.282
C2 1.588 -0.353 -0.532
H8 1.575 -0.128 -1.601

Values from the calculation:
Kohn-Sham gap (alpha / beta) = 0.112 / 0.337 hartree
⟨S²⟩ = 0.750
net charge = -1
spin multiplicity = 2

Results of the Mulliken charge analysis, in e, for atoms 1 through 6: number 1, H, carries 0.696; number 2, C, carries -2.579; number 3, H, carries 0.533; number 4, H, carries 0.734; number 5, H, carries 0.312; number 6, N, carries 0.368

---

Entry 3:
A molecular structure, C54H71BrGeIrN6P3S. Source: OMol25; level of theory: ωB97M-V/def2-TZVPD.

Cartesian coordinates (Å):
H1 -1.347 -3.765 -3.312
C1 -0.112 -4.785 3.921
C2 -5.362 -2.649 -2.282
C3 3.120 2.975 -1.077
C4 -2.631 2.519 3.944
C5 -3.516 3.080 -1.602
C6 -1.979 3.015 -1.620
H2 -1.733 -0.282 5.797
C7 -6.474 -1.031 0.872
C8 4.187 -1.634 -0.744
H3 -1.447 -3.547 -0.719
C9 -2.142 1.079 4.143
H4 4.804 5.821 -1.775
H5 -7.323 -2.431 -0.484
H6 -3.551 2.650 4.513
C10 5.935 -0.189 -1.564
C11 -1.349 4.351 -2.022
H7 0.158 2.939 -3.571
H8 -1.627 -5.227 -2.382
H9 -1.248 3.088 -5.224
H10 5.486 1.735 1.110
C12 -0.398 -4.644 5.273
H11 3.852 -2.635 -0.509
H12 2.219 -0.086 2.702
Ir1 -1.265 -0.222 -1.103
H13 -0.950 2.675 1.787
H14 -6.260 -3.205 -2.523
Br1 -2.781 0.850 0.726
H15 -3.967 2.097 -1.448
H16 -0.032 -0.811 -4.076
C13 4.014 4.018 -0.919
C14 5.464 -1.458 -1.264
C15 1.775 -0.697 3.492
C16 -0.522 -3.745 -1.272
H17 -1.914 3.253 4.316
C17 2.574 3.346 3.036
H18 -0.029 -4.911 -3.045
C18 1.369 -1.973 -2.908
Ge1 0.906 1.062 -0.274
H19 1.397 -1.344 -4.976
H20 -2.027 -0.566 -4.530
P1 -1.435 1.530 -2.584
H21 1.778 3.876 3.548
H22 2.568 -0.973 4.188
C19 -4.269 -2.703 -3.094
H23 6.088 -2.324 -1.443
C20 2.274 -3.192 -3.089
C21 -2.279 2.856 -4.955
C22 2.373 3.890 -3.144
H24 -4.279 -3.307 -3.993
C23 2.301 2.613 1.881
H25 -0.273 4.359 -1.845
H26 1.988 -1.112 -2.636
H27 1.320 -5.824 2.730
H28 -1.085 -3.218 6.740
H29 -7.327 -1.016 1.536
C24 -2.016 0.372 -5.072
C25 -5.343 -1.858 -1.111
H30 3.108 -2.911 -3.734
N1 1.026 2.269 1.404
H31 0.582 1.897 5.483
H32 0.147 2.952 3.172
C26 2.222 2.934 -2.134
N2 3.059 1.804 -0.217
S1 -1.386 -1.472 2.357
N3 -1.135 -2.422 4.846
H33 -1.539 4.621 -3.058
N4 -0.341 -3.771 3.074
N5 1.238 1.950 -2.069
H34 -2.897 0.406 3.732
C27 3.871 3.448 3.523
C28 0.681 0.069 4.257
H35 -2.746 0.300 -5.880
C29 4.912 2.797 2.882
H36 6.921 -0.054 -1.986
C30 -2.014 0.755 5.634
C31 -3.008 -1.182 -1.637
N6 2.017 -0.573 -0.141
C32 -4.177 -1.100 -0.805
H37 0.521 1.231 -3.892
H38 -0.095 -5.655 -0.419
C33 0.254 1.954 -3.110
H39 0.651 -1.819 0.809
H40 4.061 4.022 4.421
H41 2.692 -3.554 -2.153
H42 -1.636 2.806 -0.607
H43 5.912 2.815 3.292
H44 -3.851 3.732 -0.793
H45 -2.834 2.729 -5.885
C34 -0.057 2.323 2.304
H46 1.392 -1.613 3.042
H47 -2.989 0.913 6.099
H48 2.072 1.702 4.556
C35 -3.105 -1.981 -2.760
H49 -1.792 5.128 -1.395
H50 0.111 -2.491 -4.613
C36 -0.882 -3.420 5.695
H51 0.159 -0.635 4.899
P2 -0.639 0.638 3.122
H52 0.436 -4.324 0.606
H53 -2.713 3.706 -4.436
H54 0.716 -6.753 4.122
H55 -1.305 1.408 6.139
H56 -2.253 -2.064 -3.418
C37 1.319 -1.818 -0.052
C38 4.668 2.176 1.664
H57 -1.035 0.517 -5.527
C39 -0.899 -4.441 -2.590
C40 -0.884 -2.673 3.566
C41 1.307 1.171 5.114
P3 0.177 -2.041 -1.506
C42 3.889 0.728 -0.720
H58 -2.856 2.748 2.902
C43 3.353 -0.535 -0.519
C44 5.143 0.911 -1.271
C45 -2.386 1.550 -4.165
C46 0.363 -4.664 -0.427
H59 1.787 0.711 5.979
C47 0.662 -1.632 -4.222
C48 -4.278 -0.282 0.338
C49 4.098 5.009 -1.888
H60 1.361 -4.771 -0.854
C50 3.388 2.164 1.143
H61 1.781 3.841 -4.048
H62 -3.903 3.485 -2.537
H63 -5.360 0.430 2.028
H64 -0.303 -6.507 2.694
C51 0.445 -6.045 3.341
H65 3.401 5.647 -3.809
H66 -0.238 -5.455 5.969
H67 4.667 4.056 -0.058
H68 5.517 1.911 -1.455
C52 3.303 4.916 -3.017
H69 -3.424 1.410 -3.846
C53 -5.356 -0.223 1.164
C54 -6.465 -1.815 -0.244
H70 1.985 -2.672 0.036
H71 1.745 -4.010 -3.574

Values from the calculation:
Kohn-Sham gap = 0.186 hartree
net charge = +2

Results of the Mulliken charge analysis, in e, for atoms 1 through 6: number 1, H, carries 0.308; number 2, C, carries 1.115; number 3, C, carries -0.932; number 4, C, carries 0.131; number 5, C, carries -1.658; number 6, C, carries -1.671

---

Entry 4:
C7H9N5 in the gas phase. Source: OMol25; level of theory: ωB97M-V/def2-TZVPD.

Cartesian coordinates (Å):
C1 -0.143 -1.476 1.343
C2 -0.245 1.514 -1.243
H1 -0.052 -1.451 2.526
N1 -0.117 -1.189 -1.731
H2 2.347 -0.715 1.581
N2 -1.197 -0.981 -1.164
H3 0.127 -2.555 0.980
C3 0.305 0.818 1.550
C4 1.021 2.263 -1.279
C5 -0.142 -0.127 -0.702
N3 -0.084 1.502 2.380
H4 1.100 2.759 -2.240
H5 -1.265 -1.453 1.253
H6 2.479 0.067 0.104
H7 1.072 2.955 -0.514
N4 -1.277 1.546 -2.245
H8 1.772 1.531 -1.303
N5 -1.557 1.988 -1.139
C6 0.513 -0.360 0.689
C7 2.022 -0.673 0.575
H9 2.146 -1.672 0.118

Values from the calculation:
structure (SMILES) = CC(C)(C#N)C1(C2(C)N=N2)N=N1
Kohn-Sham gap = 0.380 hartree
net charge = 0

Results of the Mulliken charge analysis, in e, for atoms 1 through 6: number 1, C, carries -1.779; number 2, C, carries 1.323; number 3, H, carries 0.378; number 4, N, carries -0.500; number 5, H, carries 0.455; number 6, N, carries -0.442

---

Entry 5:
C6H10 in the gas phase. Source: OMol25; level of theory: ωB97M-V/def2-TZVPD.

Cartesian coordinates (Å):
H1 -2.331 -0.231 1.367
C1 -2.326 -0.255 0.271
C2 1.308 0.875 -0.418
H2 0.088 0.750 1.321
C3 -0.899 -0.314 -0.261
H3 -2.849 0.639 -0.088
H4 3.155 0.011 -0.891
C4 2.096 -1.108 0.709
H5 1.486 1.653 -1.164
H6 -0.558 1.810 0.043
C5 -0.037 0.863 0.238
H7 -0.906 -0.343 -1.359
C6 2.283 -0.060 -0.239
H8 -0.395 -1.227 0.079
H9 2.789 -1.932 0.440
H10 -2.902 -1.131 -0.048

Values from the calculation:
Kohn-Sham gap (alpha / beta) = 0.279 / 0.274 hartree
net charge = 0

Results of the Mulliken charge analysis, in e, for atoms 1 through 6: number 1, H, carries 0.319; number 2, C, carries -1.252; number 3, C, carries -0.220; number 4, H, carries 0.341; number 5, C, carries -0.300; number 6, H, carries 0.318

---

Entry 6:
2 unconnected molecules or ions with the total composition C3H6OS. Source: OMol25; level of theory: ωB97M-V/def2-TZVPD.

Cartesian coordinates (Å):
C1 0.333 0.319 -0.383
H1 -1.401 -0.855 -1.227
H2 1.731 1.053 0.989
H3 -0.217 -1.684 -0.232
O1 -2.899 0.991 0.910
C2 -0.419 -0.762 -0.614
H4 2.361 0.499 -0.540
C3 1.656 0.304 0.201
S1 -2.932 -0.448 1.145
H5 1.887 -0.619 0.625
H6 -0.100 1.203 -0.875

Values from the calculation:
structure (SMILES) = C=CC.O=S
Kohn-Sham gap (alpha / beta) = 0.278 / 0.279 hartree
net charge = 0

Results of the Mulliken charge analysis, in e, for atoms 1 through 6: number 1, C, carries 0.390; number 2, H, carries 0.320; number 3, H, carries 0.283; number 4, H, carries 0.345; number 5, O, carries -0.278; number 6, C, carries -1.199

---

Entry 7:
2 unconnected molecules or ions with the total composition CHOS. Source: OMol25; level of theory: ωB97M-V/def2-TZVPD.

Cartesian coordinates (Å):
C1 -0.084 0.192 0.496
H1 -2.631 -1.805 -1.688
S1 -3.020 -0.559 -0.613
O1 -0.695 0.082 1.463

Values from the calculation:
Kohn-Sham gap = 0.251 hartree
net charge = -1

The molecule's Mulliken atomic charges, reported in e, are given here: number 1, C, carries 0.109; number 2, H, carries -0.029; number 3, S, carries -0.943; number 4, O, carries -0.137

---

Entry 8:
C2H4N2OS in the gas phase. Source: OMol25; level of theory: ωB97M-V/def2-TZVPD.

Cartesian coordinates (Å):
H1 2.363 -0.396 0.116
H2 1.248 -0.134 2.393
S1 -1.033 -0.335 1.184
N1 -1.473 0.545 -1.128
C1 0.777 -0.237 1.409
H3 -1.325 1.442 -0.671
H4 -1.646 0.536 -2.078
C2 1.375 -0.376 0.223
O1 0.603 -0.580 -0.860
N2 -0.889 -0.464 -0.587

Values from the calculation:
structure (SMILES) = NN1OC=CS1
Kohn-Sham gap = 0.320 hartree
net charge = 0

Results of the Mulliken charge analysis, in e, for atoms 1 through 6: number 1, H, carries 0.463; number 2, H, carries 0.341; number 3, S, carries -0.065; number 4, N, carries -0.339; number 5, C, carries -0.166; number 6, H, carries 0.220

---

Listing molecular weight for the structures above in their given order: 88.11 60.10 1273.92 163.18 82.15 90.15 61.09 104.13 g mol⁻¹.